No. 1
DFT (ωB97M-V/def2-TZVPD) results for C11H14Br3INO2P in the gas phase.

Values from the calculation:
- E_tot: -244735.7897 eV
- Energy relative to the best compared isomer or geometry (same formula, charge and spin): 0.0 kJ/mol
- Max |F|: 0.0141 hartree/bohr
- HOMO energy: -6.36 eV

Geometry as ORCA input:
```
! wB97M-V def2-TZVPD RIJCOSX def2/J DEFGRID3
* xyz 0 1
C 2.67679 1.77492 0.65553
C 3.03419 0.55385 -0.19584
C 3.33412 -0.65798 0.68368
C 1.99820 0.31765 -1.29211
N 0.66456 -0.08879 -0.79900
C 0.46442 -1.31710 -0.30680
C -0.77426 -1.71743 0.14005
Br -0.78260 -3.43906 0.84189
C -1.87655 -0.83934 0.07132
P -3.64661 -1.24027 0.54872
O -3.23367 -1.77573 2.05621
I -3.92100 -3.24433 -0.81116
C -1.61635 0.43915 -0.44461
C -2.66086 1.51465 -0.60355
C -2.58439 2.54867 0.49421
O -2.26020 3.68049 0.33349
Br -3.00031 1.90710 2.26472
C -0.35444 0.77243 -0.87105
H 3.27839 1.76756 1.56434
H 2.92650 2.70112 0.13793
H 1.62853 1.78691 0.95380
H 3.95690 0.78827 -0.73330
H 4.21963 -0.46764 1.28610
H 2.51570 -0.83683 1.38569
H 3.47679 -1.57422 0.11097
H 2.33239 -0.42946 -2.00990
H 1.84630 1.24749 -1.83693
H 1.30410 -1.99094 -0.28706
H -3.98914 -1.64001 2.63910
H -3.66012 1.08307 -0.63661
H -2.50221 2.07263 -1.52549
H -0.14935 1.75291 -1.27607
Br -2.64544 -5.44972 -2.53828
*
```


No. 2
DFT (ωB97M-V/def2-TZVPD) results for a molecular structure, C20H23BrN2O2Tl.

Values from the calculation:
- E_tot: -102915.9722 eV
- Energy relative to the best compared isomer or geometry (same formula, charge and spin): 0.0 kJ/mol
- Max |F|: 0.0151 hartree/bohr
- HOMO energy: -10.77 eV

Geometry as ORCA input:
```
! wB97M-V def2-TZVPD RIJCOSX def2/J DEFGRID3
* xyz 1 1
Tl 1.33518 0.47403 0.83464
O 2.77609 0.12962 -1.05317
C 3.50001 -1.04891 -1.32735
C 4.46397 -0.99113 -2.31552
C 5.13694 -2.14740 -2.68086
C 4.82579 -3.34533 -2.05950
C 3.86292 -3.36761 -1.06347
C 3.18436 -2.22321 -0.65600
C 2.14425 -2.34022 0.45256
O 2.19821 -1.33093 1.38074
N 0.79601 -2.44008 -0.14232
N 0.04739 -1.34087 -0.24902
C -1.14888 -1.42214 -0.68736
C -2.04337 -0.30320 -0.91443
Br -1.26132 1.42342 -0.84854
C -3.32296 -0.52081 -1.24490
C -4.45521 0.34770 -1.55565
C -5.51237 -0.24270 -2.25708
C -6.63444 0.48829 -2.60285
C -6.72761 1.82192 -2.23264
C -5.69826 2.41430 -1.51516
C -4.56843 1.68864 -1.17752
H 3.14508 0.85042 -1.57832
H 4.68313 -0.05173 -2.81149
H 5.89269 -2.10293 -3.45264
H 5.33788 -4.25459 -2.34079
H 3.63885 -4.30162 -0.56077
H 2.31605 -3.28784 0.97333
H 0.40366 -3.33007 -0.40638
H -1.56905 -2.39785 -0.93082
H -3.56024 -1.57971 -1.31964
H -5.44496 -1.28585 -2.54104
H -7.43642 0.01648 -3.15375
H -7.60642 2.39699 -2.49192
H -5.77636 3.44942 -1.21101
H -3.79668 2.16850 -0.59762
C 0.65399 2.89911 4.43595
C 1.07263 1.73432 3.53036
C 2.56447 1.45530 3.67468
C 0.70512 2.13261 2.09906
H 0.83259 2.64118 5.48035
H -0.40396 3.13844 4.32919
H 1.24159 3.79074 4.20815
H 0.48151 0.86358 3.82606
H 3.14421 2.25834 3.21293
H 2.85702 0.50174 3.22326
H 2.84330 1.41267 4.72668
H 1.23546 3.00714 1.73178
H -0.35340 2.15186 1.85979
*
```


No. 3
DFT (ωB97M-V/def2-TZVPD) results for C2H5N3OS in the gas phase at a distorted geometry.

Values from the calculation:
- E_tot: -19507.6600 eV
- SMILES: [H]/N=C(/N)N(S)C=O
- Energy relative to the best compared isomer or geometry (same formula, charge and spin): 124.5 kJ/mol
- Max |F|: 0.0319 hartree/bohr
- HOMO energy: -9.54 eV

Geometry as ORCA input:
```
! wB97M-V def2-TZVPD RIJCOSX def2/J DEFGRID3
* xyz 0 1
H 2.26523 0.24718 -0.26221
N 1.63476 1.02987 -0.08508
C 0.38752 0.77990 -0.06039
N -0.57172 1.80347 0.07862
N -0.21483 -0.57242 -0.09554
S -1.94219 -0.82419 -0.13622
C 0.50791 -1.74903 -0.01242
O 1.71488 -1.79642 -0.00713
H -0.14931 2.68663 -0.12477
H -1.46743 1.72290 -0.40639
H -2.11996 -0.63614 1.16100
H -0.04488 -2.69175 -0.04947
*
```